The following is a DFT calculation (ωB97M-V with the def2-TZVPD basis set) of a cluster of 2 separate species, C25H29F3N in total in a non-equilibrium geometry.

Values from the calculation:
- LUMO energy: -6.26 eV
- Multiplicity: 1
- HOMO: -0.34652 Ha
- Total charge: +1
- HOMO-LUMO gap: 3.17 eV
- Largest force on an atom: 1.988 eV/Å

Geometry as XYZ:
```
58
Properties=species:S:1:pos:R:3:forces:R:3
C 2.364395 1.839491 -3.547055 -0.099 0.112 -0.073
C 3.595226 2.164214 -2.709847 -0.258 0.140 0.167
C 3.729931 1.252813 -1.497412 0.545 -0.256 -0.335
N 2.488968 1.074478 -0.765979 -0.599 0.527 -0.846
C 2.513832 0.584880 0.506726 -0.969 -0.018 1.736
C 1.394214 0.528261 1.311730 1.280 0.037 -1.074
C 1.449428 0.180237 2.752771 0.008 -0.545 0.724
C 2.865239 -0.052336 3.320243 -0.094 0.258 -0.106
C 3.836284 -0.630405 2.290072 -0.334 -0.029 0.005
C 3.892565 0.215925 1.023843 0.007 0.069 0.459
C 1.230476 0.945276 -1.474108 -0.137 0.104 -0.200
C 1.108749 1.854880 -2.684126 0.202 0.140 0.138
H 2.258302 2.579398 -4.345946 0.061 -0.212 -0.056
H 2.479146 0.848396 -3.999961 0.008 0.060 -0.072
H 4.501983 2.066573 -3.311498 -0.053 0.078 0.061
H 3.540769 3.201674 -2.353611 -0.047 -0.104 -0.145
H 4.145299 0.279209 -1.823253 -0.129 0.164 -0.010
H 4.489988 1.709871 -0.842563 -0.411 -0.291 -0.152
H 0.407718 0.872261 0.983372 0.486 -0.152 -0.092
H 0.969364 0.996250 3.312079 0.089 -0.175 0.045
H 0.830001 -0.710963 2.954313 0.092 0.124 -0.032
H 3.252253 0.914880 3.666637 0.045 -0.171 0.003
H 2.804674 -0.718795 4.187107 0.054 0.196 -0.055
H 4.841775 -0.698631 2.713720 -0.109 -0.103 0.008
H 3.516397 -1.640955 2.012584 0.057 0.007 0.084
H 4.493108 -0.322585 0.271835 -0.376 0.269 0.162
H 4.430082 1.152249 1.248168 -0.053 -0.214 -0.100
H 1.055419 -0.112938 -1.766407 0.130 0.118 0.038
H 0.399841 1.224488 -0.813153 0.371 -0.127 -0.041
H 0.917768 2.875616 -2.320745 0.061 -0.135 -0.166
H 0.232608 1.526869 -3.251294 0.011 0.139 -0.112
F -2.695185 -5.805628 2.133297 0.033 0.258 -1.347
C -2.648221 -5.675479 0.772269 -0.289 -1.770 0.487
F -1.556541 -6.368330 0.334360 -1.109 0.826 0.386
F -3.762036 -6.308899 0.270030 1.215 0.823 0.499
C -2.614236 -4.225551 0.362589 0.385 0.420 -0.052
C -1.733765 -3.811410 -0.632042 -0.020 0.217 -0.175
C -1.648580 -2.468248 -0.956959 -0.095 0.526 -0.091
C -2.446754 -1.470128 -0.306286 -0.011 -1.073 0.017
C -2.236238 -0.107090 -0.667386 -1.107 -0.158 -0.313
C -2.873907 1.063734 -0.161747 0.155 0.439 0.236
C -2.931807 2.230195 -0.991913 0.143 -0.071 0.139
C -3.508383 3.413468 -0.542234 -0.043 -0.353 0.015
C -4.108932 3.468986 0.728043 0.419 -0.525 -0.417
C -4.104766 2.324892 1.539304 0.024 -0.297 0.095
C -3.452758 1.158880 1.138522 -0.423 0.098 -0.121
C -3.447299 -1.968787 0.589592 0.162 0.179 0.128
C -3.467321 -3.305152 0.970876 -0.181 0.333 -0.101
H -1.125900 -4.538166 -1.156197 0.001 0.081 0.076
H -0.986461 -2.158984 -1.768721 0.012 -0.044 0.400
H -1.611318 0.021345 -1.556911 -0.030 0.105 0.302
H -2.554939 2.152155 -2.014761 0.046 0.165 0.350
H -3.516835 4.291094 -1.184522 -0.010 -0.221 0.101
H -4.562612 4.398144 1.073711 0.067 -0.311 -0.072
H -4.636578 2.348806 2.493182 0.396 -0.008 -0.218
H -3.401991 0.298736 1.809850 0.075 0.492 -0.125
H -4.241413 -1.309275 0.944186 0.390 -0.233 0.034
H -4.161028 -3.649891 1.731628 -0.045 0.094 -0.200
```
Forces are in eV/Å.

---

The following is a DFT calculation (ωB97M-V with the def2-TZVPD basis set) of the molecule C5H11N.

Values from the calculation:
- LUMO energy (alpha / beta): 1.01 / 1.01 eV
- Multiplicity: 1
- HOMO (alpha / beta): -0.24416 / -0.24471 Ha
- Total charge: 0
- HOMO-LUMO gap (alpha / beta): 7.65 / 7.67 eV
- Largest force on an atom: 0.921 eV/Å

Geometry as XYZ:
```
17
Properties=species:S:1:pos:R:3:forces:R:3
C 1.573136 -0.230090 0.659211 -0.128 -0.516 0.251
C 0.064603 1.731597 -0.051374 -0.398 0.622 0.006
N -0.699439 0.635287 0.102935 0.006 0.193 -0.069
C -2.015784 0.692494 -0.072576 0.072 -0.101 -0.126
C 0.052632 -0.607638 0.443786 0.500 0.107 -0.012
C 0.016918 -1.597971 -0.729075 -0.008 0.125 -0.067
H 2.001425 0.515193 -0.032288 -0.785 -0.483 0.014
H 1.834242 0.156449 1.649756 -0.307 -0.307 0.015
H 2.142099 -1.130461 0.454229 0.124 -0.289 0.398
H 0.706464 1.991189 0.775907 0.398 0.003 -0.387
H -0.261154 2.462236 -0.764113 -0.446 0.417 0.174
H -2.469557 1.674113 0.009806 0.078 -0.300 -0.107
H -2.604919 -0.171198 -0.348750 0.233 -0.084 0.002
H -0.482299 -1.064409 1.299273 0.747 0.309 -0.101
H -0.984603 -1.924555 -1.032947 0.131 0.238 0.178
H 0.588139 -2.495944 -0.453127 -0.138 0.286 -0.106
H 0.507267 -1.105316 -1.574466 -0.078 -0.221 -0.063
```
Forces are in eV/Å.

---

The following is a DFT calculation (ωB97M-V with the def2-TZVPD basis set) of a cluster of 2 separate species, C2H8N2O2 in total in a non-equilibrium geometry.

Values from the calculation:
- LUMO energy: 0.07 eV
- Multiplicity: 1
- Structure (SMILES): O=NO.CNC
- HOMO: -0.31581 Ha
- Total charge: 0
- HOMO-LUMO gap: 8.67 eV
- Largest force on an atom: 2.588 eV/Å

Geometry as XYZ:
```
14
Properties=species:S:1:pos:R:3:forces:R:3
O -1.803863 0.002608 -0.176385 -1.078 -1.879 -1.011
N -2.200953 -1.064017 -0.554280 0.310 2.264 1.216
O -1.304936 -1.644183 -1.388216 0.210 -0.517 -0.426
H -1.730442 -2.495818 -1.589768 0.188 0.141 -0.074
C 2.654143 1.362587 0.246581 0.424 0.029 -0.383
N 1.368917 1.371400 0.902568 -0.601 -0.219 -0.203
C 0.789750 0.032708 1.037040 0.689 0.134 0.885
H 2.691713 0.808274 -0.721393 -0.188 0.265 0.335
H 3.398224 0.891505 0.889999 -0.006 -0.045 0.118
H 2.992885 2.390626 0.075600 -0.084 -0.181 -0.033
H 0.710428 1.943428 0.385958 0.176 0.031 -0.029
H -0.262851 0.124837 1.313060 0.348 -0.110 -0.135
H 1.297056 -0.464025 1.883790 -0.121 -0.001 -0.347
H 0.934270 -0.589692 0.139824 -0.268 0.087 0.090
```
Forces are in eV/Å.

---

> Which value of total charge does entry 2 give?

0

---

> Number 1 is which compound?

C25H29F3N

---

> total charge of number 3 (C2H8N2O2)?

0